Entry from the OMol25 dataset: 8 unconnected molecules or ions with the total composition C29H81N9O8 in a non-equilibrium geometry (the ωB97M-V functional and the def2-TZVPD basis).

Structure (SMILES): COC[C@H](C)N.COC[C@H](C)N.COC[C@H](C)N.COC[C@H](C)N.COC[C@H](C)N.COC[C@H](C)N.COC[C@H](C)N.NC(N)=O
LUMO (eV): 0.27
Relative energy (zero: lowest compared OMol25 entry of this formula, charge and spin) (eV): 6.556
Kohn-Sham gap (eV): 8.82

XYZ file:
```
127
Properties=species:S:1:pos:R:3:forces:R:3
O -0.434 -1.043 1.215 -0.2 0.1 -0.2
O -3.433 6.613 5.598 -1.3 -0.5 -1.2
O 4.111 5.950 -4.688 -0.6 0.3 0.4
O 2.981 -6.296 -4.678 0.4 1.0 1.1
O 3.183 -2.718 4.413 -1.2 0.6 0.1
O 9.087 1.453 -0.835 1.1 0.0 -0.5
O -10.155 1.026 -1.803 -0.9 -1.0 -0.8
O -7.728 -4.783 0.828 -0.8 0.3 0.3
N 5.105 6.285 -8.122 -0.3 -0.1 -0.4
N 0.521 -3.383 5.384 -0.1 -0.2 -0.1
N 3.197 -5.010 -1.095 0.5 2.2 0.8
N -0.016 0.157 -0.696 -1.2 0.1 -2.3
N -4.384 -4.900 2.115 0.2 0.4 0.7
N -2.936 3.152 4.147 -0.9 -2.1 1.3
N -6.785 1.144 -3.009 1.2 1.5 -1.4
N 5.557 2.516 -0.908 -0.4 0.1 1.4
N 1.332 0.251 0.917 4.8 1.4 3.1
C 2.908 -5.909 -2.144 1.9 -1.6 -1.1
C 4.071 6.481 -6.014 0.9 0.8 1.5
C 1.391 -5.264 6.652 0.0 -0.8 -0.6
C 3.769 -1.615 5.146 -0.1 -2.2 0.2
C -3.904 5.305 5.143 1.8 -0.3 0.9
C -9.251 1.070 -2.856 1.7 1.0 1.0
C 6.604 6.643 -6.310 0.4 -0.8 1.3
C -7.672 2.088 -0.923 -0.6 0.4 -0.3
C -5.570 -4.428 1.466 -0.2 0.1 -2.2
C 2.916 6.199 -3.894 0.7 -1.5 -1.1
C 6.421 0.643 -2.127 0.7 0.2 0.9
C 7.990 2.294 -1.037 -0.1 1.1 1.5
C -2.732 4.538 4.480 0.6 0.7 -3.5
C 5.306 6.019 -6.699 -0.6 -0.7 -1.6
C 1.534 -6.385 -1.888 -1.9 -0.7 -0.5
C 2.868 -3.921 5.162 0.7 1.0 -0.4
C -6.762 -5.360 1.664 1.7 0.8 -0.8
C -7.837 1.099 -2.065 -0.7 -1.2 -1.1
C -9.056 -5.031 1.173 -0.7 -1.1 0.7
C 0.258 -0.300 0.527 -4.2 -1.9 -0.3
C 1.649 -3.869 6.104 1.8 -0.6 0.3
C -10.495 -0.313 -1.447 -0.9 1.8 1.6
C 3.126 -5.299 -3.603 -0.9 -1.2 0.6
C -2.389 5.146 3.081 0.5 0.8 0.6
C 6.637 1.585 -0.907 1.7 -1.3 -2.8
C 4.195 -7.071 -4.913 -1.8 1.0 1.0
C -5.170 -4.180 -0.039 -0.9 0.1 0.3
C -3.012 6.701 6.924 1.4 -0.2 0.0
C 10.301 2.195 -0.611 -0.3 -1.0 0.7
H -6.969 -5.318 2.733 -0.6 -0.2 0.1
H -6.803 0.308 -3.577 0.5 0.0 0.0
H -9.345 0.339 -3.658 0.3 -1.6 0.7
H 2.741 -4.621 4.336 -0.1 -0.4 0.3
H -3.808 -4.071 2.099 0.9 -0.2 0.2
H 3.615 -6.712 -1.932 0.2 -0.5 -0.9
H -1.499 4.612 2.746 0.3 0.5 -0.1
H 4.008 -4.665 -3.692 0.7 -0.6 0.1
H -4.878 -5.060 -0.611 -0.1 -0.3 0.4
H 5.602 3.098 -1.732 0.0 0.1 -0.1
H 5.444 0.166 -2.039 0.2 -0.2 -0.2
H 3.335 -1.575 6.145 -0.1 0.4 0.0
H -6.431 -6.353 1.361 -0.5 -0.4 0.0
H 7.435 6.105 -6.767 0.0 0.1 -0.2
H 10.554 2.886 -1.415 -0.1 -0.1 -0.1
H -4.354 -3.465 -0.145 0.2 0.0 0.4
H 2.318 -4.667 -0.735 0.2 0.4 0.4
H 6.742 6.521 -5.236 0.2 0.5 0.2
H 5.208 4.936 -6.638 0.8 -0.2 0.4
H 5.743 3.082 -0.092 -0.6 0.7 0.0
H -7.704 3.113 -1.292 -0.6 0.1 0.0
H 0.821 0.461 -1.173 -1.0 0.1 -0.8
H 10.302 2.708 0.351 -0.7 0.6 0.0
H -2.001 6.296 6.975 0.0 -1.2 0.5
H 1.076 -7.151 -2.512 0.3 0.3 -0.8
H 3.753 -4.144 5.758 0.1 -0.5 0.1
H 3.645 -0.674 4.610 0.1 -0.3 -0.1
H -9.542 1.848 -3.561 0.7 1.5 0.8
H 1.370 -6.830 -0.906 0.5 0.4 0.4
H 8.095 2.994 -1.866 0.0 -0.4 -0.8
H 2.187 6.661 -4.559 -0.3 0.1 0.5
H -10.943 -0.068 -0.484 -0.3 -0.9 0.3
H 11.093 1.477 -0.401 0.0 -0.2 -0.8
H -4.203 4.652 5.963 -0.4 0.4 0.4
H 1.945 0.672 0.233 0.3 0.0 1.0
H 5.856 5.804 -8.595 0.0 0.1 -0.4
H 8.013 2.975 -0.186 -0.2 0.5 0.5
H -2.244 6.225 3.140 0.4 0.0 0.0
H 4.796 -1.961 5.254 0.4 0.9 0.1
H -0.065 -2.901 6.051 -0.3 0.5 -0.6
H -8.436 1.849 -0.184 -0.1 0.6 -0.1
H -11.301 -0.664 -2.090 0.4 -0.6 -0.2
H -9.634 -0.946 -1.229 0.0 -0.2 -0.6
H -1.780 4.455 5.004 -0.3 1.5 0.8
H 1.583 -0.054 1.846 0.9 0.3 -0.3
H 0.961 -2.812 4.677 -0.9 0.9 -0.2
H 6.495 1.197 -3.062 -0.3 0.3 0.0
H -9.278 -5.030 2.241 0.5 0.5 0.5
H -5.917 1.282 -2.512 0.3 -0.4 -0.4
H 1.948 -3.198 6.909 0.0 0.2 0.4
H 6.619 7.685 -6.630 0.1 0.1 0.3
H -2.665 2.816 3.234 -0.2 0.7 -0.3
H -9.770 -4.318 0.761 0.4 0.0 -0.6
H -0.898 -0.051 -1.144 0.6 -0.1 -0.2
H 6.819 1.007 -0.001 -1.0 -0.1 0.2
H -7.661 0.102 -1.662 -1.3 -0.3 0.9
H -6.729 2.084 -0.377 0.3 -0.8 -0.3
H 0.974 -5.453 -1.967 -0.9 -0.2 0.1
H -3.730 6.281 7.629 0.2 -0.1 0.1
H 4.967 -6.325 -5.099 0.5 -0.6 -0.3
H 2.241 -5.931 6.798 0.6 0.5 0.3
H 4.367 -7.663 -4.014 0.5 0.0 0.0
H 0.888 -5.761 5.823 -0.6 -0.1 0.3
H -4.746 5.425 4.462 0.2 0.2 0.0
H 3.934 -7.756 -5.720 0.4 0.3 -0.2
H 7.257 -0.055 -2.174 -0.3 -0.4 0.1
H -5.977 -3.474 1.800 0.3 0.4 0.4
H 0.809 -5.306 7.572 -0.2 0.2 -0.2
H -4.581 -5.050 3.094 0.1 -0.2 0.4
H 3.050 6.691 -2.930 0.5 0.6 -0.4
H 3.248 6.171 -6.658 -0.4 0.1 0.5
H -3.099 5.029 2.262 -0.7 -0.5 0.5
H 4.171 7.558 -5.881 -0.7 0.5 -0.5
H 2.637 5.179 -3.627 -0.7 0.1 0.0
H -6.010 -3.720 -0.559 -0.1 -0.1 0.0
H -9.307 -6.064 0.931 -0.4 -0.1 -0.6
H -2.694 7.704 7.206 -1.1 0.6 -0.3
H 3.732 -5.410 -0.338 -0.1 0.0 -0.1
H 2.341 -4.548 -3.689 -0.5 -0.3 -0.5
H -2.316 2.632 4.751 -0.4 -0.5 0.2
H 5.280 7.274 -8.235 0.0 0.2 -0.5
```
Positions in Å, forces in eV/Å.

These are the Löwdin partial charges, in e, on atoms 1 to 6: 0.02 -0.20 -0.20 -0.22 -0.23 -0.18

=====

Entry from the OMol25 dataset: CH3BrO2S in the gas phase in a non-equilibrium geometry (the ωB97M-V functional and the def2-TZVPD basis).

Structure (SMILES): CS(=O)(=O)Br
LUMO (eV): -0.22
Relative energy (zero: lowest compared OMol25 entry of this formula, charge and spin) (eV): 0.302
Kohn-Sham gap (eV): 10.77

XYZ file:
```
8
Properties=species:S:1:pos:R:3:forces:R:3
Br -2.099 1.058 0.168 0.0 0.1 -0.1
S -0.630 -0.607 0.001 0.2 0.0 -1.2
O -0.837 -1.364 1.186 0.4 -0.2 0.3
O -0.773 -1.182 -1.302 0.0 0.0 0.4
C 0.872 0.370 0.039 1.7 -2.4 -4.7
H 0.848 1.043 -0.851 -0.3 -0.5 0.7
H 1.873 -0.215 -0.108 -2.2 0.6 0.8
H 0.746 0.898 0.867 0.2 2.3 3.8
```
Positions in Å, forces in eV/Å.

These are the Löwdin partial charges, in e, on atoms 1 to 6: 0.44 0.28 -0.35 -0.36 -0.20 0.08

=====

Entry from the OMol25 dataset: a molecular structure, C39H55BeCl3Cs4F2N2O13PS in a non-equilibrium geometry (the ωB97M-V functional and the def2-TZVPD basis).

LUMO (eV): -5.83
Charge: +1
Kohn-Sham gap (eV): 1.23

XYZ file:
```
121
Properties=species:S:1:pos:R:3:forces:R:3
Cs 0.651 -6.391 0.260 -0.2 -1.9 0.5
Cs -1.505 -3.059 -2.829 10.8 10.8 -9.5
Cs -0.214 -8.355 5.215 -1.6 -7.1 6.9
Cs -6.435 1.319 1.742 9.9 14.9 1.8
Cl 8.002 2.949 -2.922 -0.8 0.7 1.5
Cl 7.542 3.869 1.424 1.0 -0.7 -1.6
Cl -0.631 6.371 1.841 0.4 0.8 -0.9
S 2.252 3.977 0.578 1.6 -0.1 -1.4
P -0.508 -5.676 4.251 -0.5 3.3 0.3
F -6.623 -3.196 -3.223 0.2 0.1 -0.1
F 6.985 6.995 0.017 -0.7 -0.8 -1.1
O 3.348 -3.222 -3.965 0.3 0.5 0.3
O 0.305 -5.048 5.386 0.0 -0.5 -0.2
O -7.641 -0.361 3.170 0.0 -0.3 -0.3
O 0.174 -6.983 3.791 2.1 4.8 -7.0
O 3.079 -2.542 -1.283 0.4 -0.1 0.3
O -1.924 -5.990 4.750 0.3 -0.4 -0.3
O -4.409 -5.662 -2.387 1.0 0.9 -0.2
O -5.483 -1.006 2.743 -0.8 0.1 0.1
O -6.223 -0.479 4.823 -0.5 0.1 -1.5
O -4.410 -3.470 -2.882 1.3 -1.2 0.3
O -0.583 -4.685 3.046 0.7 0.6 -2.3
O -2.500 -4.481 -2.171 -10.8 -13.2 6.4
O -2.653 1.161 -4.197 -0.6 -0.9 0.6
N -3.092 0.710 -1.971 -1.6 -1.4 0.0
N 5.046 2.383 0.117 -2.9 0.8 -1.8
C -5.597 -4.041 -3.440 -1.1 0.4 -0.3
C 7.416 3.500 -1.294 -0.4 0.2 2.2
C -4.369 -0.567 -3.995 0.6 0.6 1.4
C -5.762 -5.304 -2.662 -0.8 -0.7 0.0
C 4.366 -3.041 -1.660 0.5 -1.1 -0.8
C 2.467 2.182 0.438 0.4 -1.1 -0.1
C -0.440 -1.822 -0.616 -0.1 1.2 0.2
C -4.900 -0.757 5.324 0.8 -0.2 0.5
C 2.713 -0.712 0.250 0.1 1.3 0.5
C 4.856 6.569 -1.553 -0.8 -3.4 1.8
C -7.934 -0.506 1.778 -3.2 -4.4 -0.7
C 9.556 2.556 -0.149 -0.6 -0.2 0.7
C 3.457 -1.421 -5.750 -0.4 0.5 0.4
C -2.616 -0.538 -1.308 1.8 0.5 -0.1
C 1.251 1.334 0.566 0.9 -1.3 -0.1
C 8.170 3.270 -0.163 0.2 0.0 -1.2
C 2.816 -1.960 -4.402 0.4 0.6 -0.5
C -2.472 2.883 5.479 -0.4 1.1 -0.4
C 4.581 -3.053 -3.234 -0.1 0.4 -0.5
C 6.078 4.274 -1.118 -1.1 1.0 -1.0
C -6.355 -0.653 3.509 0.5 -1.8 2.6
C -0.677 1.734 2.299 0.6 -0.2 0.4
C 4.903 3.708 -0.416 2.1 2.4 -1.6
C 1.337 -0.160 0.501 2.4 2.1 -0.6
C -0.137 2.894 3.233 -0.1 0.0 -0.2
C 2.996 -2.263 0.136 1.3 2.4 -0.4
C 3.704 4.603 -0.304 0.4 0.0 -0.1
C 6.065 5.667 -1.680 -0.7 0.1 2.2
C 3.922 0.147 0.115 -2.8 1.2 0.5
C 0.055 -1.055 0.683 0.6 -0.4 -0.1
C -2.581 3.574 4.041 -0.1 0.3 0.3
C -1.185 4.049 3.469 -0.3 -1.1 0.2
C -0.187 1.923 0.783 0.1 -0.5 0.9
C 3.691 5.993 -0.870 2.1 -0.1 -0.7
C -1.020 -0.703 -1.657 -0.4 -0.1 0.6
C -3.302 0.494 -3.434 0.2 0.5 -0.6
C -3.678 -4.537 -2.453 -1.8 -1.8 1.0
C -4.377 1.143 -1.342 -0.4 0.4 0.1
C 3.816 1.639 0.213 -1.6 -3.1 0.4
Be 0.656 -3.807 1.165 -1.5 -0.2 2.5
H -5.186 1.300 -2.122 0.8 -0.3 1.0
H -0.288 0.758 2.728 -0.4 1.0 -0.7
H -0.810 -0.487 1.138 1.1 -0.6 -0.6
H 1.709 -2.088 -4.577 1.1 0.0 0.4
H 0.744 3.370 2.698 -0.9 -0.5 0.7
H -1.512 3.261 5.934 -0.9 -0.8 -0.3
H -5.197 -0.025 -4.522 1.0 -0.5 0.3
H -0.268 3.020 0.545 0.0 -1.1 -0.1
H -4.169 -0.084 4.874 -0.1 -0.1 -0.1
H -0.431 0.237 -1.497 -1.0 -0.7 -0.1
H -4.245 2.133 -0.809 0.0 -1.0 -0.6
H -3.307 3.295 6.122 0.9 -0.7 -0.6
H -3.224 4.500 4.170 0.8 -1.0 -0.3
H -4.913 -0.585 6.398 -0.3 0.1 -0.1
H -1.325 -2.527 -0.270 1.9 1.2 -0.5
H -6.296 -5.154 -1.721 0.1 0.2 -0.1
H -0.741 4.741 4.247 -0.5 -0.5 -1.2
H -7.320 0.181 1.185 -6.2 -8.2 -2.3
H -2.541 1.763 5.452 0.4 1.0 0.1
H 2.709 -0.689 -6.183 0.9 -0.8 0.4
H 2.779 6.628 -0.771 0.8 -0.9 0.1
H 4.889 7.607 -1.955 -0.1 -1.1 0.5
H -3.797 -1.256 -4.679 -0.8 0.7 0.6
H 9.908 2.293 -1.183 -0.4 0.5 1.0
H 0.312 -1.855 1.454 -0.3 1.0 -0.6
H 4.028 -2.405 0.569 -1.2 -0.2 -0.1
H 5.226 -2.439 -1.226 -1.0 -0.7 -0.2
H -6.269 -6.081 -3.232 0.3 -0.1 0.0
H -0.878 -1.007 -2.771 0.1 2.1 2.5
H -5.460 -4.188 -4.515 0.0 0.2 0.0
H 3.659 -2.219 -6.514 -0.2 0.7 0.9
H 4.383 -0.816 -5.524 -0.8 -0.9 -0.4
H 4.415 -4.120 -1.319 0.3 1.1 -0.1
H 6.970 6.087 -2.197 -1.1 -0.8 0.5
H 0.425 -2.441 -1.083 -1.4 1.0 1.0
H 2.223 -2.887 0.655 0.9 0.5 -0.6
H 9.445 1.584 0.422 0.1 1.0 -0.6
H -1.320 4.603 2.466 0.1 -0.8 1.8
H 4.922 -0.333 -0.055 -1.1 0.6 0.3
H 0.281 2.456 4.191 -0.6 0.5 -1.0
H 5.052 -2.097 -3.609 -0.3 -0.9 0.7
H -4.631 -1.797 5.142 0.0 0.1 -0.1
H -4.703 0.363 -0.577 0.1 0.8 -1.0
H -3.142 2.929 3.293 0.6 0.5 0.8
H -0.884 1.287 0.165 0.7 1.2 0.2
H 3.033 -1.179 -3.608 -0.7 -0.8 -0.8
H -8.983 -0.247 1.625 0.0 0.0 0.3
H -2.704 -0.410 -0.185 0.1 0.0 -1.3
H 5.274 -3.888 -3.558 -0.8 0.8 0.7
H 10.320 3.166 0.416 -0.9 -0.5 -0.8
H -4.803 -1.105 -3.106 0.3 0.4 -1.1
H 5.627 1.863 -0.554 0.3 0.3 0.8
H -7.782 -1.536 1.457 0.0 0.0 0.1
H -3.238 -1.481 -1.567 0.8 1.4 0.3
H -1.808 1.638 2.334 1.2 0.3 -0.1
```
Positions in Å, forces in eV/Å.

These are the Löwdin partial charges, in e, on atoms 1 to 6: 0.82 1.92 1.35 1.83 0.61 0.68

=====

Entry from the OMol25 dataset: a molecular structure, C4H3FO2S in a non-equilibrium geometry (the ωB97M-V functional and the def2-TZVPD basis).

LUMO (eV): -0.94
Relative energy (zero: lowest compared OMol25 entry of this formula, charge and spin) (eV): 3.001
Kohn-Sham gap (eV): 8.06

XYZ file:
```
11
Properties=species:S:1:pos:R:3:forces:R:3
S -2.977 0.288 -0.465 2.7 -2.0 1.2
F 1.881 -0.803 -0.181 3.7 -2.0 -0.2
O 1.456 1.443 -0.824 -0.8 2.4 2.4
O -0.249 1.829 0.769 1.3 -0.3 -1.7
C 0.710 -1.349 -0.092 -2.4 5.5 0.3
C -0.162 -0.290 -0.069 -2.9 -3.7 -0.6
C 0.298 1.105 -0.045 1.2 2.2 1.0
C -1.674 -0.599 0.129 -0.5 -0.3 2.1
H 1.932 2.333 -0.444 -2.3 -3.1 -1.1
H -1.789 -1.594 1.127 0.0 2.9 -3.4
H 0.575 -2.363 0.095 0.0 -1.6 0.1
```
Positions in Å, forces in eV/Å.

These are the Löwdin partial charges, in e, on atoms 1 to 6: 0.64 0.06 0.01 0.10 -0.06 -0.22

=====

Entry from the OMol25 dataset: a molecular structure, C6H16InO (the ωB97M-V functional and the def2-TZVPD basis).

LUMO (eV): 3.37
Charge: -1
Relative energy (zero: lowest compared OMol25 entry of this formula, charge and spin) (eV): 0.298
Kohn-Sham gap (eV): 7.92

XYZ file:
```
24
Properties=species:S:1:pos:R:3:forces:R:3
In -3.191 -0.609 -0.192 -0.4 -0.3 -0.2
O -1.660 -0.470 1.235 0.1 0.0 -0.2
C 0.818 2.107 0.066 0.0 -0.1 -0.1
C 1.287 -0.372 0.045 0.0 -0.1 -0.1
C 0.183 0.703 0.050 0.3 0.1 -0.1
C 1.894 -0.476 -1.356 -0.2 0.1 0.0
C 0.849 -1.760 0.501 0.2 0.0 0.0
C -0.810 0.616 1.214 -0.2 -0.2 0.2
H 1.236 -1.068 -1.993 -0.1 0.0 -0.1
H 0.617 -1.786 1.561 -0.2 0.0 0.1
H 1.892 2.064 -0.115 0.1 0.0 0.0
H 2.873 -0.953 -1.337 0.1 -0.1 0.0
H 0.387 2.752 -0.697 -0.1 0.1 0.0
H 0.660 2.584 1.034 0.0 0.1 0.1
H -4.417 0.636 0.121 0.1 0.1 0.1
H -2.500 -0.434 -1.823 0.1 0.0 0.1
H -1.372 1.567 1.223 0.0 0.1 0.0
H -3.875 -2.237 0.035 0.1 0.1 0.0
H 1.993 0.506 -1.821 0.1 0.1 0.0
H -0.030 -2.088 -0.041 -0.2 -0.1 -0.1
H -0.373 0.608 -0.885 -0.2 -0.2 0.0
H 2.086 -0.043 0.719 0.0 0.1 0.2
H 1.659 -2.474 0.318 0.0 0.0 0.0
H -0.207 0.626 2.141 0.1 0.1 0.1
```
Positions in Å, forces in eV/Å.

These are the Löwdin partial charges, in e, on atoms 1 to 6: 0.26 -0.45 -0.08 -0.41 -0.36 -0.09

=====

What is the formula in the fourth record? C4H3FO2S